Formula: C7H18NO
Source: OMol25
Level of theory: ωB97M-V with the def2-TZVPD basis set

Positions of all 27 atoms, in Å:
C  0.81194  -2.18129  -1.88281
C  0.03041  -0.97168  -1.37566
C  1.08309  0.14127  -1.09418
C  0.70589  1.50210  -0.62355
C  -0.27787  1.69645  0.46197
C  0.07803  1.14901  1.70962
C  1.27688  0.83707  2.11198
N  -0.64619  -1.41425  -0.01368
H  1.62772  -2.38293  -1.17408
H  1.13305  -2.03711  -2.95215
H  0.18147  -3.15146  -1.94134
H  -0.50112  -0.80401  -2.26599
H  1.76169  -0.31294  -0.37001
H  1.70782  0.35991  -2.10389
H  1.64172  2.03810  -0.35224
H  0.31685  2.14318  -1.47442
H  -0.37907  2.70240  0.62332
H  -1.18312  1.38344  -0.01268
H  -0.83414  1.13270  2.50847
H  1.38033  0.64827  3.21894
H  2.28623  0.99475  1.72766
H  -0.50188  -0.69868  0.73258
H  -0.06956  -2.27737  0.32945
H  -1.60771  -1.55776  -0.31023
H  -3.65414  0.50977  0.86311
H  -3.37215  0.37975  2.29744
O  -2.99616  0.17129  1.36237

Values from the calculation:
**M**: 132.23 g/mol
**Frontier orbital gap**: 10.458 eV
**HOMO energy**: -13.45 eV
**Relative energy (zero: lowest compared OMol25 entry of this formula, charge and spin)**: 2.603 eV
**Charge**: +1

***

Formula: C35H51N3OPS3Sn
Source: OMol25
Level of theory: ωB97M-V with the def2-TZVPD basis set

Positions of all 95 atoms, in Å:
Sn  0.22642  -1.45803  1.87505
C  1.66952  -3.84105  3.72574
N  2.02126  -2.43552  3.42796
C  3.32805  -2.32673  2.75249
C  3.24446  -2.70593  1.29584
N  2.54866  -1.69229  0.48501
C  3.29622  -0.43464  0.42076
C  2.15076  -2.22109  -0.77862
C  2.76783  -1.86019  -1.97332
C  2.35771  -2.39325  -3.18487
C  1.30791  -3.30022  -3.22746
C  0.64769  -3.62377  -2.05514
C  1.06367  -3.09301  -0.83335
S  0.15101  -3.55921  0.59158
C  1.99584  -1.60235  4.61016
C  2.40876  -2.08657  5.84488
C  2.29220  -1.31686  6.99134
C  1.72721  -0.05240  6.91737
C  1.33072  0.44932  5.68918
C  1.50040  -0.30466  4.52885
S  1.14390  0.49364  3.00142
H  2.51024  -4.39385  4.15220
H  1.34823  -4.34170  2.81560
H  0.83924  -3.86201  4.42556
H  4.06142  -2.98426  3.23167
H  3.68966  -1.30690  2.87004
H  2.71801  -3.65241  1.19403
H  4.26150  -2.84953  0.91127
H  4.34500  -0.59764  0.14742
H  3.26432  0.06040  1.38573
H  2.82804  0.22610  -0.30079
H  3.60791  -1.17822  -1.96042
H  2.87351  -2.11052  -4.09371
H  0.99753  -3.74147  -4.16565
H  -0.18364  -4.31816  -2.05798
H  2.83035  -3.08143  5.91506
H  2.62994  -1.71092  7.94016
H  1.60110  0.54368  7.81157
H  0.90822  1.44293  5.60563
S  -2.10743  -4.31250  4.60760
C  -1.49588  -3.05034  3.88691
N  -1.02404  -2.05455  3.42501
O  -0.34017  -0.16815  0.00423
P  -0.85425  1.10962  -0.66645
C  -1.91834  0.55559  -2.05026
C  -1.30531  -0.68407  -2.71993
C  -2.35975  -1.36997  -3.59846
C  -3.24259  -0.35280  -4.35156
C  -2.52271  0.98585  -4.48887
C  -2.30682  1.61587  -3.10497
C  -1.73453  2.12004  0.58937
C  -2.65569  3.22288  0.02485
C  -4.10095  2.77253  -0.22714
C  -4.68973  2.03612  0.97342
C  -3.82630  0.82083  1.29528
C  -2.42600  1.28448  1.68116
C  0.66305  2.08989  -1.04278
C  1.53045  1.45190  -2.14276
C  1.26407  2.00770  -3.54205
C  1.38867  3.53136  -3.55437
C  0.38887  4.15495  -2.58286
C  0.61494  3.62366  -1.16896
H  -2.81368  0.21540  -1.51659
H  -0.95017  -1.38154  -1.96398
H  -0.43956  -0.39294  -3.32093
H  -2.99215  -2.00446  -2.97365
H  -1.84737  -2.02035  -4.30987
H  -4.18074  -0.18886  -3.81320
H  -3.50303  -0.74016  -5.33636
H  -3.10825  1.67393  -5.09914
H  -1.56653  0.83432  -4.99848
H  -3.22759  2.11488  -2.80457
H  -1.54078  2.38242  -3.17673
H  -0.87497  2.60198  1.07243
H  -2.23831  3.62081  -0.90510
H  -2.67545  4.04101  0.75004
H  -4.14947  2.10377  -1.08909
H  -4.69965  3.65342  -0.46357
H  -5.71333  1.72940  0.75365
H  -4.71909  2.70132  1.84249
H  -3.77797  0.16032  0.42294
H  -4.26012  0.24767  2.11575
H  -1.80572  0.42514  1.93812
H  -2.50294  1.90330  2.57944
H  1.15058  1.87690  -0.08082
H  1.38704  0.37060  -2.13206
H  2.58070  1.65470  -1.90644
H  0.26562  1.72138  -3.88146
H  1.98331  1.57041  -4.23730
H  1.21742  3.90749  -4.56453
H  2.40421  3.81871  -3.26209
H  -0.62975  3.95822  -2.92104
H  0.50852  5.23972  -2.56931
H  -0.12533  4.04345  -0.48595
H  1.59418  3.98740  -0.84126

Values from the calculation:
**M**: 775.70 g/mol
**Frontier orbital gap**: 7.470 eV
**HOMO energy**: -11.11 eV
**Relative energy (zero: lowest compared OMol25 entry of this formula, charge and spin)**: 0.782 eV
**Charge**: +1

***

Formula: H12O6
Source: OMol25
Level of theory: ωB97M-V with the def2-TZVPD basis set

Positions of all 18 atoms, in Å:
O  -1.41092  0.96592  -0.67185
H  -1.53252  0.60835  -1.54978
H  -0.56276  1.34690  -0.62915
O  -1.09561  -1.17150  0.78574
H  -1.33984  -0.39558  0.34508
H  -1.67216  -1.96640  0.77557
O  -0.15117  2.45650  2.29326
H  0.00551  1.98682  1.54079
H  -0.59985  1.71505  2.70563
O  1.24659  -1.20865  0.48045
H  0.34811  -1.52557  0.64511
H  1.98844  -1.86447  0.75560
O  1.41079  1.31508  -0.23737
H  2.14336  1.59873  -0.79021
H  1.63521  0.46052  0.33583
O  -0.29728  -1.10120  -2.32301
H  -0.53198  -1.97033  -2.64538
H  0.41609  -1.25015  -1.81630

Values from the calculation:
**M**: 108.09 g/mol
**Frontier orbital gap**: 11.136 eV
**HOMO energy**: -10.90 eV
**Relative energy (zero: lowest compared OMol25 entry of this formula, charge and spin)**: 1.810 eV

***

Formula: C12H24INO8P
Source: OMol25
Level of theory: ωB97M-V with the def2-TZVPD basis set

Positions of all 47 atoms, in Å:
C  -5.13434  4.00527  3.79593
C  -4.65940  3.63954  2.75026
C  -3.93492  3.33787  1.53812
P  -3.11822  4.96720  0.79288
I  -4.93616  5.04728  -1.16673
C  -1.79060  4.96771  2.18055
O  -0.83823  3.89882  1.94673
N  -0.42844  3.22544  3.09523
O  -0.07572  3.93589  3.96450
H  -5.57037  4.37230  4.69191
H  -3.13621  2.62040  1.73912
H  -4.61443  2.94988  0.78130
H  -2.31714  4.12598  -0.05729
H  -2.55051  6.16223  0.20778
H  -3.97682  5.77903  1.63091
H  -2.28070  4.84381  3.14635
H  -1.29030  5.93818  2.16109
C  1.15583  1.60834  0.16137
C  1.34282  0.18345  0.63133
O  0.09279  -0.52791  0.67767
C  -0.38073  -0.94119  -0.48914
O  0.16126  -0.83020  -1.56337
O  -1.56280  -1.52035  -0.28020
C  -2.23172  -1.94775  -1.46794
H  0.40333  2.11502  0.76447
H  2.09639  2.15618  0.22621
H  0.81327  1.63766  -0.87262
H  1.71187  0.16285  1.65502
H  2.05266  -0.36109  0.00698
H  -1.59053  -2.59394  -2.06504
H  -2.54165  -1.08566  -2.05632
H  -3.10730  -2.49941  -1.13848
C  1.79592  -3.74339  -3.22628
C  2.37436  -3.17378  -1.95040
O  2.81634  -4.21572  -1.05515
C  3.97714  -4.78115  -1.35735
O  4.70235  -4.49385  -2.27566
O  4.22097  -5.73939  -0.45469
C  5.42646  -6.46758  -0.68453
H  0.99822  -4.45214  -2.99722
H  1.38731  -2.93796  -3.83593
H  2.55627  -4.26726  -3.80549
H  1.61066  -2.62999  -1.41027
H  3.19720  -2.48894  -2.15297
H  6.27719  -5.79496  -0.77206
H  5.33958  -7.07042  -1.58772
H  5.55703  -7.11629  0.17713

Values from the calculation:
**M**: 468.20 g/mol
**Frontier orbital gap**: 6.719 eV
**HOMO energy**: -4.60 eV
**Charge**: -1

***

Formula: C6H13NO
Source: OMol25
Level of theory: ωB97M-V with the def2-TZVPD basis set

Positions of all 21 atoms, in Å:
C  -0.39937  -1.68752  -1.56834
C  0.20488  -0.83987  -0.47503
C  1.70343  -0.91434  -0.39395
C  -0.57916  -0.18595  0.40047
N  -1.96791  -0.10240  0.23730
C  -0.06549  0.70933  1.50164
C  0.04427  2.12568  0.93864
O  0.96632  2.21561  -0.19833
H  0.37358  -2.25366  -2.08129
H  -1.11273  -2.40921  -1.16395
H  -0.92520  -1.07629  -2.30265
H  2.12622  -0.20900  0.31330
H  2.01569  -1.92033  -0.10439
H  2.13350  -0.70704  -1.37429
H  -2.36796  -0.78528  -0.38697
H  -2.48451  -0.02307  1.10117
H  -0.76929  0.70953  2.33676
H  0.90437  0.37549  1.86514
H  0.47915  2.80565  1.67284
H  -0.94370  2.48823  0.62803
H  0.66391  1.68445  -0.94609

Values from the calculation:
**M**: 115.18 g/mol
**Frontier orbital gap**: 8.723 eV
**HOMO energy**: -7.81 eV
**Relative energy (zero: lowest compared OMol25 entry of this formula, charge and spin)**: 1.169 eV

***

Formula: C7H13N2O3P
Source: OMol25
Level of theory: ωB97M-V with the def2-TZVPD basis set

Positions of all 26 atoms, in Å:
C  -0.26165  0.92361  -1.12711
C  0.95663  1.65013  -0.54746
C  -0.14140  -1.28285  -0.31318
C  -3.86484  -1.08516  0.65500
C  2.79778  2.00805  0.73406
C  -2.48568  -1.38327  0.06846
C  -1.31261  -1.00362  0.62711
N  -0.05643  -0.45148  -1.39524
N  1.83052  1.11113  0.20173
O  2.97976  -0.93205  -1.18071
O  3.32607  -0.82376  1.37994
O  1.02928  -1.26714  0.62114
P  2.47841  -0.76085  0.21011
H  -0.41077  1.60992  -2.10823
H  1.14433  2.67599  -0.83050
H  -0.27840  -2.37827  -0.53219
H  -4.66387  -1.77836  0.35646
H  -3.83207  -1.19920  1.71834
H  -4.20729  -0.10359  0.27133
H  2.97688  1.53540  1.70946
H  3.81619  2.05234  0.29705
H  2.32286  3.00919  0.88542
H  -1.27097  1.06018  -0.54640
H  -2.39236  -1.92193  -0.80765
H  -1.26031  -0.53762  1.54574
H  0.77993  -0.72681  -1.89270

Values from the calculation:
**M**: 204.17 g/mol
**2S+1**: 3
**Frontier orbital gap (spin up / spin down)**: 7.431 / 5.546 eV
**HOMO energy (spin up / spin down)**: -6.83 / -9.85 eV
**Expectation value of S²**: 2.0070

***

Formula: C2H4N4
Source: OMol25
Level of theory: ωB97M-V with the def2-TZVPD basis set

Positions of all 10 atoms, in Å:
H  -1.51302  0.60355  1.31379
N  -0.91460  0.33814  0.53478
C  -0.06710  -0.60884  0.68468
N  0.90921  -0.72863  -0.22890
N  1.10302  0.29897  -1.14915
C  1.76564  -1.71205  -0.13688
N  2.41081  -2.63789  0.02711
H  0.09198  -1.43466  1.31228
H  0.30881  0.69544  -1.59010
H  1.46630  1.15683  -0.78567

Values from the calculation:
**M**: 84.08 g/mol
**Frontier orbital gap**: 10.573 eV
**HOMO energy**: -9.87 eV
**Relative energy (zero: lowest compared OMol25 entry of this formula, charge and spin)**: 2.626 eV

***

Formula: CH3FO2S
Source: OMol25
Level of theory: ωB97M-V with the def2-TZVPD basis set

Positions of all 8 atoms, in Å:
C  0.93638  -0.08595  0.04370
S  -0.78832  -0.14675  0.02792
O  -1.32775  -0.35250  1.30997
O  -1.27297  -0.77756  -1.11974
F  -1.22000  1.42743  -0.19577
H  1.26154  -0.77097  -0.75740
H  0.99011  0.98235  -0.20393
H  1.42100  -0.27604  0.89523

Values from the calculation:
**M**: 98.10 g/mol
**Frontier orbital gap**: 12.788 eV
**HOMO energy**: -12.19 eV
**Relative energy (zero: lowest compared OMol25 entry of this formula, charge and spin)**: 0.023 eV